[1]
Below is a gas-phase ion, C9H14N3OS2 (charge +1) at a distorted geometry, with properties calculated with ωB97M-V with the def2-TZVPD basis set.

Geometry (Å):
C -0.5263 -3.3346 1.3151
C -0.2401 -1.8834 0.9980
N -0.4780 -1.4159 -0.1510
N -0.3652 -0.1590 -0.6368
C 0.4074 0.3412 -1.5335
C 0.1608 1.6939 -2.0690
C 1.3040 2.4925 -1.3999
C 0.0827 1.7052 -3.5141
S -1.5029 2.0484 -1.5082
C -1.5564 0.6592 -0.4775
S -2.5136 0.2739 0.7520
C 0.3311 -1.1242 2.1043
C -0.7103 -0.6269 3.1453
N 0.8220 0.1255 1.5962
O 1.9918 0.2642 1.5774
H -0.1334 -3.8748 0.5675
H -1.5435 -3.4550 1.4058
H 0.0014 -3.5000 2.2746
H 1.3203 -0.1953 -1.6274
H 0.9449 3.5783 -1.2308
H 2.1500 2.4920 -2.1261
H 1.7096 2.1300 -0.3771
H -0.8220 1.4840 -3.9995
H 0.6079 0.8306 -3.8714
H 0.4779 2.6906 -3.7943
H 1.0824 -1.6514 2.6478
H -1.5860 -1.2819 3.0652
H -1.0857 0.3094 2.7461
H -0.3307 -0.6165 4.1215

Computed properties:
**SMILES**: C/C(=N/[N+]1=CC(C)(C)SC1=S)[C@H](C)N=O
**Relative energy (zero: lowest compared OMol25 entry of this formula, charge and spin)**: 3.1 kcal/mol
**Total charge**: +1
**HOMO-LUMO gap**: 7.9 eV
**F_max**: 0.087 Eh/bohr

[2]
Below is C9H14N4O3 in the gas phase at a distorted geometry, with properties calculated with ωB97M-V with the def2-TZVPD basis set.

Geometry (Å):
C -1.4196 1.9557 -0.0983
C 0.0861 1.9480 -0.2916
N 0.7359 1.2014 0.7261
C 1.0994 -0.1252 0.6289
O 1.2965 -0.7271 1.6824
C 1.3186 -0.7926 -0.7679
N 2.1263 -2.0032 -0.6097
C -0.0468 -1.1129 -1.4459
C -0.8196 -1.9100 -0.4402
C -0.7418 -3.2845 -0.3864
N -1.5402 -3.6545 0.6633
C -2.1702 -2.5193 1.1232
N -1.7444 -1.4774 0.4668
C 0.5010 3.4380 -0.2482
O 0.8172 4.0619 0.7501
O 0.2187 4.0562 -1.4541
H -1.9743 2.3474 -0.9433
H -1.8472 0.9244 0.1407
H -1.6979 2.6873 0.6830
H 0.4662 1.6126 -1.2594
H 0.6526 1.4149 1.6827
H 1.8730 -0.0576 -1.3821
H 1.9435 -2.4486 0.3022
H 3.1161 -1.6583 -0.6726
H 0.0759 -1.6414 -2.3801
H -0.6207 -0.1937 -1.5628
H -0.2408 -4.0618 -1.0978
H -1.7175 -4.6713 0.8739
H -2.9343 -2.4693 1.8662
H 0.3596 5.0403 -1.2446

Computed properties:
**SMILES**: C[C@H](NC(=O)[C@@H](N)Cc1c[nH]cn1)C(=O)O
**Relative energy (zero: lowest compared OMol25 entry of this formula, charge and spin)**: 30.2 kcal/mol
**Total charge**: 0
**HOMO-LUMO gap**: 9.3 eV
**F_max**: 0.051 Eh/bohr

[3]
Below is 2 unconnected molecules or ions with the total composition C9H14NS at a distorted geometry, with properties calculated with ωB97M-V with the def2-TZVPD basis set.

Geometry (Å):
C 3.5501 0.0854 0.5032
C 3.1909 -0.4144 -0.7458
C 2.5858 0.7313 1.2865
C 1.8202 -0.3958 -1.0175
C 1.2691 0.7547 0.9266
C 0.8946 0.3242 -0.3594
C -2.9747 -1.1814 -0.8090
C -0.3664 0.5202 -0.9687
C -1.7489 -0.8764 0.0463
N -2.0587 -0.0858 1.2566
S -1.2515 2.0828 -0.6373
H 4.5707 0.3256 0.6849
H 3.8651 -1.0296 -1.2725
H 2.9232 0.9526 2.3615
H 1.3526 -0.8136 -1.9144
H 0.5292 1.1967 1.5686
H -2.8176 -2.2054 -1.2564
H -3.0718 -0.4926 -1.6590
H -3.9351 -1.4066 -0.1736
H -0.6599 0.1090 -1.8508
H -1.1257 -1.7819 0.2945
H -1.7640 0.9915 0.9837
H -1.4788 -0.3710 2.0844
H -3.0952 0.0458 1.4002
H -0.2035 2.9347 -0.7327

Computed properties:
**Relative energy (zero: lowest compared OMol25 entry of this formula, charge and spin)**: 55.5 kcal/mol
**Total charge**: +1
**HOMO-LUMO gap**: 8.4 eV
**F_max**: 0.103 Eh/bohr

[4]
Below is 2 unconnected molecules or ions with the total composition C9H14NS at a distorted geometry, with properties calculated with ωB97M-V with the def2-TZVPD basis set.

Geometry (Å):
C 0.4812 -0.6617 0.5049
C -0.1485 -1.0459 -1.6193
C -0.0209 -0.0689 -0.7174
C 1.2743 -3.1669 3.2656
C 1.0174 -3.8339 2.2381
C -1.3923 1.7271 0.3783
C -1.1523 1.6692 -2.0682
C 0.8671 2.2218 -0.7254
C -0.4296 1.3760 -0.7555
N 0.7207 -1.9823 0.3950
S 0.3874 -2.5559 -1.0958
H 0.6721 -0.2742 1.5320
H -0.4662 -0.9804 -2.7688
H 1.0656 -3.8485 4.0978
H 1.5723 -2.1039 3.2203
H 0.8139 -4.3579 1.2694
H -1.2751 1.0131 1.3616
H -1.4433 2.7050 0.6448
H -2.3241 1.5173 0.0425
H -0.5874 1.7028 -2.9050
H -1.9744 0.9861 -2.1827
H -1.3811 2.7186 -2.0439
H 1.2463 2.4262 -1.6687
H 0.7268 3.1270 -0.1194
H 1.7500 1.6903 -0.2803

Computed properties:
**Relative energy (zero: lowest compared OMol25 entry of this formula, charge and spin)**: 116.0 kcal/mol
**Total charge**: +1
**HOMO-LUMO gap**: 6.4 eV
**F_max**: 0.108 Eh/bohr

[5]
Below is 2 unconnected molecules or ions with the total composition C9H14O at a distorted geometry, with properties calculated with ωB97M-V with the def2-TZVPD basis set.

Geometry (Å):
C 2.8791 1.8942 -0.3892
C 1.3021 1.8177 -0.5084
C 0.6403 1.4831 0.6705
C -0.6069 0.9735 0.5248
C -1.1489 0.6877 -0.7490
O -2.3216 -0.0253 -0.6964
C -0.6408 1.2998 -1.8382
C 0.7342 1.7867 -1.7257
H 3.1282 2.6902 -1.1891
H 3.3485 0.9297 -0.5999
H 3.2343 2.2680 0.6112
H 1.3395 1.7078 1.5647
H -1.1708 0.7207 1.3985
H -2.4683 -0.5986 -1.5471
H -1.0885 1.2765 -2.7981
H 1.2653 2.1533 -2.7056
C -0.7737 -2.0431 0.8436
C -1.3583 -3.2309 1.6048
H 0.1219 -1.7399 1.3477
H -0.3507 -2.1820 -0.1682
H -1.4804 -1.2043 0.9717
H -1.5115 -4.1376 0.9753
H -2.3432 -3.0535 1.8852
H -0.7295 -3.4735 2.5169

Computed properties:
**SMILES**: Cc1ccc(O)cc1.CC
**Relative energy (zero: lowest compared OMol25 entry of this formula, charge and spin)**: 47.6 kcal/mol
**Total charge**: 0
**HOMO-LUMO gap**: 9.4 eV
**F_max**: 0.080 Eh/bohr

[6]
Below is 2 unconnected molecules or ions with the total composition C9H14O at a distorted geometry, with properties calculated with ωB97M-V with the def2-TZVPD basis set.

Geometry (Å):
C -1.2378 -3.1626 -1.3367
C -0.6913 -2.3458 -0.1839
C -1.4758 -2.1309 0.9411
C -1.0156 -1.4066 2.0222
C 0.1869 -0.7230 1.8935
O 0.8517 -0.0415 2.8637
C 0.7837 -0.6530 0.6407
C 0.3164 -1.4093 -0.4280
H -2.0354 -2.7243 -1.9292
H -1.5132 -4.1526 -0.9818
H -0.4057 -3.4024 -2.0063
H -2.4038 -2.6902 0.9505
H -1.6034 -1.1784 2.9069
H 0.5730 -0.1894 3.7756
H 1.6774 -0.0655 0.5454
H 0.8682 -1.2473 -1.3394
C 1.5312 2.9882 -0.7968
C 0.3609 3.8852 -1.2920
H 1.6158 3.2485 0.2502
H 1.1638 1.9900 -1.0091
H 2.4471 3.1837 -1.3401
H 0.2536 4.0300 -2.3704
H 0.2949 4.8352 -0.7795
H -0.5427 3.3620 -0.9964

Computed properties:
**SMILES**: Cc1ccc(O)cc1.CC
**Relative energy (zero: lowest compared OMol25 entry of this formula, charge and spin)**: 20.1 kcal/mol
**Total charge**: 0
**HOMO-LUMO gap**: 9.2 eV
**F_max**: 0.056 Eh/bohr

[7]
Below is 2 unconnected molecules or ions with the total composition C9H14O at a distorted geometry, with properties calculated with ωB97M-V with the def2-TZVPD basis set.

Geometry (Å):
C -0.8327 2.2778 -1.2344
C -0.3493 1.5283 -0.0696
C -1.3697 0.9574 0.6782
C -1.2202 -0.0045 1.6402
C 0.1957 -0.2755 2.1595
O 0.4425 -0.8255 3.4036
C 1.1392 0.5274 1.6520
C 0.9262 1.2564 0.3932
H -0.0928 3.1326 -1.4732
H -1.6098 3.0342 -1.0609
H -0.9332 1.8166 -2.1733
H -2.4454 1.2744 0.4693
H -2.1125 -0.5337 2.0183
H 1.3948 -0.7042 3.5539
H 2.0995 0.3800 1.9445
H 1.7950 1.7513 -0.0741
C -0.2680 -1.8558 -1.8942
C 0.9733 -2.0566 -1.0160
H 0.1245 -1.6145 -2.8140
H -0.8901 -2.6255 -2.0653
H -1.1094 -1.1243 -1.7429
H 0.9065 -2.6596 -0.2007
H 1.7678 -2.5241 -1.6031
H 1.4683 -1.1326 -0.4911

Computed properties:
**SMILES**: Cc1ccc(O)cc1.CC
**Relative energy (zero: lowest compared OMol25 entry of this formula, charge and spin)**: 63.0 kcal/mol
**Total charge**: 0
**HOMO-LUMO gap**: 9.4 eV
**F_max**: 0.106 Eh/bohr

[8]
Below is 2 unconnected molecules or ions with the total composition C9H14O at a distorted geometry, with properties calculated with ωB97M-V with the def2-TZVPD basis set.

Geometry (Å):
C 0.9752 0.6871 3.2692
C 1.2005 0.3165 1.8306
C 1.8864 -0.8132 1.5364
C 1.8726 -1.2311 0.1797
C 1.3069 -0.4291 -0.7702
O 1.2117 -0.7836 -2.1046
C 0.7016 0.8219 -0.4358
C 0.7616 1.2602 0.8627
H -0.0639 0.5089 3.5764
H 1.1940 1.7200 3.5198
H 1.5209 0.0669 3.9809
H 2.4879 -1.3577 2.2503
H 2.2290 -2.1965 -0.1472
H 2.0079 -0.5471 -2.5769
H 0.4234 1.3482 -1.3474
H 0.2708 2.1742 1.1827
C -2.7777 -0.7289 -1.3207
C -2.1990 0.2765 -2.3754
H -3.1460 -0.1448 -0.4634
H -3.6865 -1.1613 -1.7224
H -1.9693 -1.3381 -0.9588
H -1.1168 0.2390 -2.4845
H -2.4564 1.3179 -2.1562
H -2.6348 -0.0061 -3.3251

Computed properties:
**SMILES**: Cc1ccc(O)cc1.CC
**Relative energy (zero: lowest compared OMol25 entry of this formula, charge and spin)**: 22.2 kcal/mol
**Total charge**: 0
**HOMO-LUMO gap**: 9.6 eV
**F_max**: 0.054 Eh/bohr

[9]
Below is 2 unconnected molecules or ions with the total composition C9H14O at a distorted geometry, with properties calculated with ωB97M-V with the def2-TZVPD basis set.

Geometry (Å):
C 2.8138 -0.0384 1.7387
C 1.3303 -0.3386 1.5502
C 0.5781 0.5003 0.8290
C -0.8138 0.3562 0.7167
C -1.4939 -0.5497 1.4725
O -2.8895 -0.8306 1.4429
C -0.7900 -1.4518 2.2374
C 0.6052 -1.3399 2.3436
H 2.9688 0.6505 0.8415
H 3.3634 -0.9307 1.5696
H 3.0939 0.3247 2.7300
H 1.0893 1.3074 0.3927
H -1.2221 1.1135 0.0652
H -3.4101 -0.1800 2.0379
H -1.4326 -1.9529 2.9822
H 0.9538 -2.0557 3.0061
C 0.0149 1.0441 -3.0283
C -1.3044 0.3814 -3.3911
H 0.3598 0.6686 -2.0527
H 0.9541 0.7182 -3.8106
H 0.0325 2.0882 -3.3125
H -1.3112 0.1280 -4.4369
H -2.0692 1.0340 -3.0870
H -1.4210 -0.6464 -2.8371

Computed properties:
**SMILES**: Cc1ccc(O)cc1.CC
**Relative energy (zero: lowest compared OMol25 entry of this formula, charge and spin)**: 48.5 kcal/mol
**Total charge**: 0
**HOMO-LUMO gap**: 9.8 eV
**F_max**: 0.088 Eh/bohr

[10]
Below is 2 unconnected molecules or ions with the total composition C9H14O at a distorted geometry, with properties calculated with ωB97M-V with the def2-TZVPD basis set.

Geometry (Å):
C -2.6249 0.2267 -0.1565
C -1.2874 0.6936 0.4160
C -0.4725 -0.2157 1.0772
C 0.7068 0.2235 1.6965
C 0.9905 1.5601 1.6698
O 2.0940 2.1483 2.2490
C 0.1333 2.4990 1.0822
C -1.0434 2.0754 0.4825
H -3.3631 1.0142 -0.2808
H -3.0563 -0.5802 0.4219
H -2.3720 -0.1540 -1.1544
H -0.7050 -1.2564 0.9041
H 1.3498 -0.5276 2.1367
H 2.9302 1.6579 2.2643
H 0.3264 3.5553 1.1808
H -1.6901 2.7885 -0.0077
C 0.3465 -1.7989 -2.0195
C 1.6938 -2.1774 -1.4623
H 0.0605 -2.1769 -3.0019
H -0.4768 -1.9819 -1.3286
H 0.3188 -0.7179 -2.2198
H 1.9136 -1.6595 -0.5332
H 2.4673 -1.9552 -2.1970
H 1.7599 -3.2407 -1.2191

Computed properties:
**SMILES**: Cc1ccc(O)cc1.CC
**Relative energy (zero: lowest compared OMol25 entry of this formula, charge and spin)**: 11.1 kcal/mol
**Total charge**: 0
**HOMO-LUMO gap**: 9.3 eV
**F_max**: 0.042 Eh/bohr

[11]
Below is 2 unconnected molecules or ions with the total composition C9H14O at a distorted geometry, with properties calculated with ωB97M-V with the def2-TZVPD basis set.

Geometry (Å):
C -3.0623 -1.1689 1.2311
C -2.1667 -0.3010 0.4073
C -1.6617 0.8992 1.0281
C -0.6141 1.5273 0.4183
C -0.1930 1.0229 -0.8036
O 0.7544 1.7560 -1.4264
C -0.6777 -0.1077 -1.4017
C -1.6959 -0.8541 -0.8003
H -2.9584 -2.2123 0.9330
H -4.1508 -0.8842 1.2522
H -2.7055 -1.3883 2.2571
H -1.9518 1.3377 2.0028
H 0.1216 2.1875 0.8543
H 0.9666 1.5095 -2.3493
H -0.2104 -0.5112 -2.3115
H -2.0121 -1.8321 -1.1632
C 3.7882 -0.9927 -0.2401
C 3.7018 -1.0627 1.2560
H 3.3298 -0.1317 -0.7422
H 4.8038 -0.9299 -0.6001
H 3.3299 -1.8735 -0.7768
H 4.2810 -0.2794 1.7633
H 4.2287 -1.9416 1.7255
H 2.7177 -1.0737 1.7093

Computed properties:
**SMILES**: Cc1ccc(O)cc1.CC
**Relative energy (zero: lowest compared OMol25 entry of this formula, charge and spin)**: 27.4 kcal/mol
**Total charge**: 0
**HOMO-LUMO gap**: 9.0 eV
**F_max**: 0.049 Eh/bohr

[12]
Below is 2 unconnected molecules or ions with the total composition C9H14O at a distorted geometry, with properties calculated with ωB97M-V with the def2-TZVPD basis set.

Geometry (Å):
C 1.8539 2.7722 1.0241
C 0.7231 1.7605 0.8840
C -0.6231 2.0333 1.0598
C -1.5001 0.9243 0.9322
C -1.0034 -0.3245 0.6582
O -1.8138 -1.4129 0.6659
C 0.3608 -0.6866 0.6362
C 1.1806 0.4310 0.7854
H 2.7777 2.4517 1.4878
H 1.4617 3.6272 1.5599
H 2.1085 3.0974 0.0156
H -0.9192 3.0262 1.3398
H -2.5506 1.0368 1.0898
H -2.7614 -1.1732 0.5499
H 0.6658 -1.7147 0.4822
H 2.2066 0.1152 0.6261
C 0.0470 -1.6414 -2.3664
C 0.5551 -2.9544 -3.0280
H 0.5711 -1.3389 -1.4723
H 0.0198 -0.6479 -2.8148
H -1.0193 -1.8225 -2.1519
H -0.1171 -3.2409 -3.8502
H 0.8249 -3.7206 -2.3224
H 1.5068 -2.7476 -3.5459

Computed properties:
**SMILES**: Cc1ccc(O)cc1.CC
**Relative energy (zero: lowest compared OMol25 entry of this formula, charge and spin)**: 28.5 kcal/mol
**Total charge**: 0
**HOMO-LUMO gap**: 9.1 eV
**F_max**: 0.061 Eh/bohr